w:
The molecule C4H6N2. Source: the OMol25 dataset; level of theory: ωB97M-V/def2-TZVPD.

Last column: Mulliken charge in e.
Element x y z (Å)
N 0.86990 0.33476 1.06253  -0.6157
N 1.88999 -1.18458 -1.69175  -0.4678
C 0.10545 -0.14121 -0.11099  1.1608
C -1.24567 -0.80064 0.09268  -1.3870
C 0.20459 1.30669 0.20992  -0.6339
C 1.02274 -0.70861 -1.08885  0.0551
H 1.85963 0.30729 0.81391  0.2999
H -1.20020 -1.88859 0.18022  0.3342
H 0.76539 1.98580 -0.42357  0.2947
H -1.91084 -0.54618 -0.74122  0.2942
H -0.67313 1.73087 0.68982  0.2776
H -1.68784 -0.39561 1.00731  0.3880

Summary:
LUMO level: 0.89 eV
SMILES: C[C@@]1(C#N)CN1
Charge: 0

***

x:
A structure of composition C4H6N2. Source: the OMol25 dataset; level of theory: ωB97M-V/def2-TZVPD.

Last column: Mulliken charge in e.
Element x y z (Å)
N 0.13349 3.17219 -1.11177  -0.4450
N -0.48850 -0.06184 0.35288  0.0147
C 0.12901 0.67025 -0.59607  -0.0344
C -0.45021 -0.51232 1.52023  -0.3246
C -0.59646 -0.55580 -1.01315  -0.2542
C 0.09635 2.03475 -0.87301  0.0368
H 1.90657 -0.41644 -0.06229  -0.1351
H -0.00166 -1.43727 -1.26688  0.2475
H -0.22284 0.17654 2.32214  0.2660
H -0.88413 -1.48289 1.72861  0.2676
H 2.00908 -1.04973 0.41368  0.1115
H -1.60969 -0.53182 -1.41512  0.2493

Summary:
LUMO level (alpha / beta): 0.15 / 0.15 eV
Charge: 0

***

y:
The molecule C4H6N2. Source: the OMol25 dataset; level of theory: ωB97M-V/def2-TZVPD.

Last column: Mulliken charge in e.
Element x y z (Å)
N 2.76569 1.43474 -0.27851  -0.3610
N -0.44479 -0.06974 0.09246  0.0513
C 0.97663 -0.46027 -0.03770  -0.2837
C -1.30650 -1.08817 0.01761  -0.5258
C 1.92662 0.64823 -0.16129  0.0511
C -0.82187 1.20708 0.18426  -0.5960
H 1.03252 -1.04115 -0.96347  0.2857
H 1.27308 -1.11298 0.78755  0.3524
H -0.24319 1.93042 0.74097  0.2482
H -2.31034 -0.92058 0.37871  0.2976
H -1.80685 1.43381 -0.19786  0.2963
H -1.04100 -1.96137 -0.56273  0.1839

Summary:
LUMO level: 0.61 eV
Charge: 0

***

z:
The molecule C4H6N2. Source: the OMol25 dataset; level of theory: ωB97M-V/def2-TZVPD.

Last column: Mulliken charge in e.
Element x y z (Å)
N -0.01431 0.96431 0.06548  -0.4599
N 1.62763 -1.94451 -0.40978  -0.6989
C -0.90040 0.03076 0.76277  -0.1612
C 0.56327 -0.06201 0.96522  -0.3181
C 0.50191 0.29421 -1.15871  -0.3280
C 1.08092 -0.81023 -0.33615  0.3017
H -1.38471 -0.78382 0.22542  0.1928
H 1.00497 0.24279 1.93277  0.3495
H -1.53534 0.53577 1.48786  0.2573
H -0.27067 0.01519 -1.87762  0.2631
H 1.27230 0.89953 -1.64017  0.2710
H 1.50304 -1.93593 0.60672  0.3308

Summary:
LUMO level: 1.09 eV
SMILES: [H]/N=C1/CN2C[C@@H]12
Charge: 0

***

w is favored, and the nearest alternative lies 1.832 eV above it.

***

w:
The molecule C4H6N2. Source: the OMol25 dataset; level of theory: ωB97M-V/def2-TZVPD.

Last column: Mulliken charge in e.
Element x y z (Å)
N -0.94898 0.37669 -0.83809  -0.5124
N 0.32282 0.86882 -1.56016  -0.5163
C -0.89922 -2.09490 -0.15976  -0.8812
C -0.58300 -0.87783 -0.34753  0.3271
C 0.31852 0.26840 -0.18820  1.0461
C 0.82888 1.02640 0.91220  -1.2885
H 0.36467 1.86196 -1.35341  0.2665
H 0.31054 0.80272 1.81116  0.3346
H 1.86487 0.79582 1.08521  0.2981
H 0.64904 2.08586 0.77284  0.3801
H -1.84044 -2.34583 -0.60273  0.2560
H -0.38770 -2.76812 0.46848  0.2900

Summary:
LUMO level: 1.04 eV
SMILES: C=C1N2N[C@]12C
Charge: 0

***

x:
A structure of composition C4H6N2. Source: the OMol25 dataset; level of theory: ωB97M-V/def2-TZVPD.

Last column: Mulliken charge in e.
Element x y z (Å)
N 2.14830 -0.39669 -0.11564  -0.3286
N 1.55664 0.78817 -0.69734  -0.3206
C -1.69803 -0.32944 0.28122  -1.1138
C 0.40414 1.24456 0.14387  -0.6263
C 0.85222 -0.55062 -0.68120  -0.2069
C -0.30512 0.12509 0.03041  0.6959
H 0.75925 -1.34201 -1.43065  0.3600
H -2.20574 0.30968 1.00726  0.3059
H -1.69303 -1.35521 0.65556  0.3009
H 2.21998 -0.41507 0.89351  0.2668
H -2.29894 -0.31862 -0.63856  0.2724
H 0.26032 2.24015 0.55155  0.3943

Summary:
LUMO level: 0.99 eV
Charge: 0

***

y:
The molecule C4H6N2. Source: the OMol25 dataset; level of theory: ωB97M-V/def2-TZVPD.

Last column: Mulliken charge in e.
Element x y z (Å)
N 3.42564 -0.11693 0.53132  -0.4073
N 0.34660 -0.33355 -1.20482  -0.5972
C -1.60097 -0.14920 0.46949  -1.2803
C 2.38414 0.21544 0.21270  0.0477
C -0.15826 -0.37527 0.11135  0.2463
C 0.87746 0.60964 -0.26538  0.1632
H -1.95263 0.87923 0.25611  0.3267
H -0.39856 0.02700 -1.85243  0.2665
H -1.70127 -0.33113 1.53663  0.3401
H 0.14458 -1.34680 0.64186  0.2698
H -2.21792 -0.83204 -0.14509  0.3207
H 0.85119 1.75360 -0.29174  0.3038

Summary:
LUMO level: 0.79 eV
SMILES: C[C@H]1N[C@@H]1C#N
Charge: 0

***

z:
The molecule C4H6N2. Source: the OMol25 dataset; level of theory: ωB97M-V/def2-TZVPD.

Last column: Mulliken charge in e.
Element x y z (Å)
N -1.69711 0.88706 0.69291  -0.6003
N 0.20782 -0.10098 0.12794  0.1275
C 1.28926 -1.05883 0.15389  -0.7978
C -0.74325 0.07965 1.08342  -0.1108
C -0.17635 0.65947 -0.95135  -0.1011
C -1.35158 1.25064 -0.58432  -0.4926
H 1.71156 -1.13692 -0.84563  0.2762
H -1.98057 1.90219 -1.17326  0.3740
H -0.68449 -0.39448 2.05605  0.3696
H 2.07594 -0.76340 0.84686  0.2828
H 0.92106 -2.04533 0.43846  0.3270
H 0.42772 0.72092 -1.84498  0.3455

Summary:
LUMO level: 0.87 eV
SMILES: Cn1ccnc1
Charge: 0

***

z is favored, and the nearest alternative lies 2.065 eV above it.